Below is a molecular structure, C23H39MnO2Si at a distorted geometry, with properties calculated with ωB97M-V with the def2-TZVPD basis set.

Summary:
molecular weight	430.587	g/mol
E_tot	-2490.6428	Eh
gap between HOMO and LUMO (spin up / spin down)	4.3 / 6.5	eV

The geometry in ORCA input format:
```
! wB97M-V def2-TZVPD RIJCOSX def2/J DEFGRID3
* xyz -1 6
C -0.563 0.671 4.099
H 0.047 -5.185 3.304
H -2.034 -1.536 -1.221
H -0.586 -4.739 1.697
C -3.366 -0.641 1.734
H -0.203 1.902 -6.235
H 1.157 -4.587 2.045
C 0.566 -0.445 -1.913
C 0.149 -4.473 2.471
H 2.271 1.851 -5.698
C 1.247 0.440 -0.866
H -0.913 4.037 -3.901
C 0.585 1.222 3.459
H 0.135 -2.153 0.703
H -3.840 1.514 1.348
H 2.912 3.056 -2.998
H 1.592 1.195 3.875
H 2.689 -2.226 -1.510
H -1.344 1.903 -4.875
H 0.912 -2.961 5.322
H 1.019 -0.998 1.688
H 0.751 4.681 -3.784
C 0.195 1.846 2.252
C 1.141 -2.349 4.436
H -1.766 -3.304 4.827
C -2.810 -1.653 0.892
H 3.487 0.453 -0.664
C -1.708 0.981 3.309
H 2.923 1.304 -3.456
H 0.061 -1.284 -1.395
Mn -1.343 -0.061 1.264
C -2.774 0.361 -0.281
H 2.619 -0.808 0.235
C 2.625 -0.229 -0.696
C 0.075 4.045 -4.364
H -2.611 -3.071 3.286
H -0.181 0.049 -2.548
C 2.059 2.631 -4.963
H 1.382 1.452 -1.247
H 0.844 2.418 1.584
H 0.686 0.508 0.078
H 1.153 -1.295 4.743
Si -0.129 -2.718 3.100
H -3.770 -0.826 2.733
H -0.074 0.629 -4.971
H -2.735 0.899 3.679
C 0.040 -1.526 1.617
O 1.599 -0.966 -2.780
C 2.401 2.252 -3.537
C 0.606 2.624 -4.420
H -2.707 -2.705 1.160
H -1.869 2.506 1.578
H -0.009 4.423 -5.390
C -0.314 1.683 -5.166
C -3.383 0.591 1.000
H -2.650 1.099 -1.069
C -1.256 1.815 2.168
H -2.119 -1.667 4.252
H -0.600 0.211 5.093
C -1.817 -2.671 3.928
C -2.429 -1.041 -0.348
O 0.996 2.128 -3.101
H 2.438 3.600 -5.276
H 3.665 -1.049 -2.472
H 2.151 -2.617 4.096
C 2.724 -1.194 -1.910
*
```

***

Below is 3 unconnected molecules or ions with the total composition C23H39N3O2P at a distorted geometry, with properties calculated with ωB97M-V with the def2-TZVPD basis set.

Summary:
molecular weight	420.558	g/mol
E_tot	-1554.9741	Eh
gap between HOMO and LUMO	7.2	eV

The geometry in ORCA input format:
```
! wB97M-V def2-TZVPD RIJCOSX def2/J DEFGRID3
* xyz 1 1
H -1.561 4.227 0.642
H 1.038 1.645 7.484
N 0.369 3.131 3.279
H 0.048 -0.695 -0.831
C -1.065 -1.771 4.568
H -2.012 -2.788 -8.653
H -0.673 5.975 0.602
H -0.175 0.214 7.009
H -0.241 -0.853 -5.675
H -0.484 2.241 0.460
C 0.901 4.547 5.708
N -0.166 0.958 4.032
H 3.220 0.013 -4.297
H 1.044 -4.152 -10.505
H -0.785 -5.213 0.263
C -0.029 1.742 2.745
C 1.422 -1.137 -4.358
H -1.495 -3.004 0.858
H -1.975 0.505 -0.005
O 0.340 -2.857 -7.790
C 1.733 5.824 2.668
H -2.235 -2.206 -0.776
H 1.930 -4.386 -8.982
C -0.511 -0.528 4.135
H -1.146 0.707 9.198
C -1.246 0.122 0.859
H 2.028 0.575 -5.490
N -1.845 1.346 8.744
C 0.182 -4.802 -0.268
H -0.866 -3.773 -2.033
H 0.596 -5.486 -9.392
H 2.988 -0.910 -5.798
H 0.540 -1.318 0.881
H 1.987 6.204 7.417
C -0.016 -3.539 -8.750
H 0.890 0.979 0.775
C -0.180 1.328 1.167
P 0.650 4.382 2.035
H -1.930 -0.184 1.758
C 0.095 1.751 5.294
C 1.548 5.436 6.618
H 1.093 6.374 3.512
H 1.872 6.647 1.817
C 2.481 -0.311 -5.038
C 0.479 3.261 4.783
H 0.664 -2.807 -1.432
C -0.987 5.050 1.288
C 0.309 -1.678 -5.215
H -1.439 -3.145 -10.298
H 2.760 5.443 3.095
H -0.722 3.136 8.226
H -1.701 5.462 2.145
H -0.382 -2.254 -4.590
C -1.169 2.201 7.656
C 0.052 1.357 6.885
C -1.431 -3.490 -9.261
H -1.154 -2.874 5.014
C -0.281 -3.435 -1.076
O 1.464 -1.360 -3.150
C -1.270 -2.453 -0.156
H -1.910 2.515 6.795
H 0.989 -4.581 0.560
C 0.947 -4.453 -9.459
H -1.888 -4.479 -9.185
H -2.575 0.740 8.289
H 0.719 -2.338 -5.984
H 0.554 -5.659 -1.010
C -0.387 -1.117 0.195
*
```

***

Below is 7 unconnected molecules or ions with the total composition C23H39N3O4 at a distorted geometry, with properties calculated with ωB97M-V with the def2-TZVPD basis set.

Summary:
molecular weight	421.582	g/mol
energy above the lowest of the compared OMol25 structures with the same formula, charge and spin	0.00	kcal/mol
SMILES	c1ccncc1.c1ccncc1.c1ccncc1.CCO.CCO.CCO.CCO
E_tot	-1364.9331	Eh
gap between HOMO and LUMO	10.0	eV

The geometry in ORCA input format:
```
! wB97M-V def2-TZVPD RIJCOSX def2/J DEFGRID3
* xyz 0 1
H 1.126 1.445 2.350
H -3.873 -2.782 0.742
H -2.263 2.373 5.286
C 2.140 -2.228 -1.589
H 0.803 1.463 -5.344
H -0.889 -2.970 -2.875
H 2.457 4.193 -3.068
C 0.927 -2.030 -2.240
H -4.126 -1.486 -3.311
O 3.725 5.607 -0.230
N 0.014 -1.647 2.223
H 1.833 -5.135 -0.412
H -2.319 0.153 -2.801
H 0.487 -0.324 3.651
C 1.275 -2.224 4.177
H 3.560 3.685 -0.686
C 1.154 0.724 0.277
H -0.509 0.725 -0.739
C -3.593 -2.136 -0.079
C 0.366 1.454 -4.322
C -3.713 -1.389 -2.328
H -2.392 -0.170 3.500
H -1.759 -0.038 6.226
C 2.626 4.952 -2.276
C -2.542 0.325 4.451
H -2.045 -1.060 0.996
H 1.144 0.840 -2.573
H 1.664 5.013 -1.712
H 0.607 -4.946 2.324
C 3.678 4.631 -1.228
H 2.881 -1.408 -1.561
C 0.021 -3.038 -2.290
H 0.329 2.469 1.130
H 4.622 4.615 -1.743
C -4.123 -2.231 -1.344
H -0.394 0.733 -4.211
H -0.490 -3.192 0.967
H 1.823 -4.317 4.421
H 1.818 -1.970 5.069
C 0.529 1.459 1.427
H -1.322 2.003 3.805
H -4.880 -2.955 -1.477
N -2.152 -0.404 -0.867
H -0.412 0.966 1.670
H 1.191 -0.326 0.516
H 0.733 -1.100 -2.813
C -2.692 -0.516 -2.036
H -3.620 0.150 4.748
H -0.278 -5.089 -1.820
H -1.244 2.960 -4.435
C -2.230 1.799 4.329
C 0.338 -4.216 -1.620
H 0.451 3.595 -4.559
C 0.658 -1.320 3.356
C -0.213 2.898 -4.087
H 2.827 5.869 -2.867
C 0.075 -2.930 1.894
H -3.045 2.191 3.699
H 2.187 1.106 0.057
C 0.681 -3.915 2.636
N 2.424 -3.279 -0.855
H 3.668 6.513 -0.543
O -1.593 -0.350 5.330
O 1.459 1.102 -3.462
H -0.257 3.159 -3.008
C 1.513 -4.257 -0.880
C -2.575 -1.190 0.120
C 1.297 -3.552 3.827
O 0.434 0.948 -0.917
*
```